A) Density functional theory data (ωB97M-V with the def2-TZVPD basis set) for a structure of composition CHF2IO.

```
6
CHF2IO, DFT ωB97M-V with the def2-TZVPD basis set
C -0.47302 -0.05121 0.03090
O 0.69172 -0.28834 -0.58532
F -1.33369 -0.79698 -0.65827
F -0.41085 -0.53992 1.26323
I 2.24421 0.72800 0.00383
H -0.71837 0.94846 -0.05436
```

Values from the calculation:
2S+1: 1

---

B) Density functional theory data (ωB97M-V with the def2-TZVPD basis set) for a cluster of 2 separate species, CHF2IO in total.

```
6
CHF2IO, DFT ωB97M-V with the def2-TZVPD basis set
O 1.33511 1.21490 -0.33891
C 2.38103 1.14132 0.17642
F 2.96060 2.22541 0.65154
I 3.58229 -0.48520 0.06796
F -0.14062 -0.94909 0.56680
H -0.04996 -0.21544 -0.07105
```

Values from the calculation:
2S+1: 1
Structure (SMILES): O=C(F)I.F

---

Energies, relative to the best one, in kcal/mol: A) 21.6; B) 0.0.